Entry 1:
A 3-piece molecular cluster, H6O3 overall at a distorted geometry. Source: the Open Molecules 2025 dataset; level of theory: ωB97M-V with the def2-TZVPD basis set.

For the HOMO energy, the calculation gives -11.80 eV. The value obtained for the largest force on an atom is 3.063 eV/A. Its molar mass is 54.0 g/mol. The SMILES is O.O.O. The value obtained for the gap between HOMO and LUMO is 11.99 eV. The LUMO energy is 0.19 eV. As for the total energy: -6239.352 eV.

The geometry in ORCA input format:
```
! RIJCOSX wB97M-V def2-TZVPD def2/J DEFGRID3
* xyz 0 1
O 0.86268 0.14886 -1.36907
O -3.47062 -1.24429 -0.52980
O 2.48947 1.20023 1.75400
H 2.24652 0.29915 1.52632
H 3.45785 1.13835 2.11766
H -2.73424 -1.08540 -1.11366
H 1.07980 0.58207 -0.53788
H -3.04851 -1.53082 0.28381
H -0.05369 -0.24178 -1.11727
*
```

Entry 2:
A 3-piece molecular cluster, H6O3 overall at a distorted geometry. Source: the Open Molecules 2025 dataset; level of theory: ωB97M-V with the def2-TZVPD basis set.

For the HOMO energy (alpha / beta), the calculation gives -16.12 / -16.11 eV. The value obtained for the largest force on an atom is 3.232 eV/A. Its molar mass is 54.0 g/mol. As for the expectation value of S²: 0.757. The value obtained for the gap between HOMO and LUMO (alpha / beta) is 11.82 / 4.56 eV. The LUMO energy (alpha / beta) is -4.31 / -11.55 eV. As for the total energy: -6228.754 eV.

The geometry in ORCA input format:
```
! RIJCOSX wB97M-V def2-TZVPD def2/J DEFGRID3
* xyz 1 2
O 1.92263 16.88700 -19.73874
O -0.22259 17.39668 -18.46458
O 3.54631 19.33284 -19.37803
H 4.06614 19.49974 -18.59181
H 0.48328 16.92806 -18.90997
H -0.14284 17.13516 -17.54726
H 2.44247 16.63564 -18.97532
H 3.73027 20.07799 -19.95001
H 2.13273 17.81031 -19.87871
*
```

Entry 3:
H6O3Rb as an isolated structure. Source: the Open Molecules 2025 dataset; level of theory: ωB97M-V with the def2-TZVPD basis set.

For the HOMO energy, the calculation gives -15.85 eV. The value obtained for the largest force on an atom is 0.359 eV/A. Its molar mass is 139.5 g/mol. The value obtained for the gap between HOMO and LUMO is 12.40 eV. The LUMO energy is -3.45 eV. As for the total energy: -6890.868 eV.

The geometry in ORCA input format:
```
! RIJCOSX wB97M-V def2-TZVPD def2/J DEFGRID3
* xyz 1 1
Rb 5.30601 -11.96963 -24.63746
O 3.24581 -9.96328 -25.04537
O 3.23845 -13.63102 -23.54557
O 5.09715 -10.95029 -21.91341
H 2.27568 -13.70815 -23.56600
H 3.02014 -9.16945 -25.54804
H 5.60436 -10.76011 -21.11299
H 4.28477 -10.43808 -21.81116
H 2.50128 -10.09305 -24.44435
H 3.47701 -13.64196 -22.60736
*
```

Entry 4:
H6O3Tl as an isolated structure at a distorted geometry. Source: the Open Molecules 2025 dataset; level of theory: ωB97M-V with the def2-TZVPD basis set.

For the HOMO energy, the calculation gives -22.77 eV. The value obtained for the largest force on an atom is 1.711 eV/A. Its molar mass is 258.4 g/mol. The value obtained for the gap between HOMO and LUMO is 1.76 eV. The LUMO energy is -21.01 eV. As for the total energy: -10891.564 eV.

The geometry in ORCA input format:
```
! RIJCOSX wB97M-V def2-TZVPD def2/J DEFGRID3
* xyz 3 1
Tl -2.21288 -1.91775 1.64484
O -4.25887 1.07140 -2.64273
O 2.51362 -0.74676 4.09166
O 1.90532 0.15915 -1.63326
H -4.44058 0.32434 -3.21293
H -4.34936 1.83549 -3.21213
H 3.40904 -0.84280 3.76729
H 2.57396 0.78265 -1.34971
H 2.61658 -0.46768 5.00147
H 2.24315 -0.19807 -2.45454
*
```

Entry 5:
A 37-piece molecular cluster, H72NO39 overall at a distorted geometry. Source: the Open Molecules 2025 dataset; level of theory: ωB97M-V with the def2-TZVPD basis set.

For the HOMO energy, the calculation gives -8.03 eV. The value obtained for the largest force on an atom is 2.643 eV/A. Its molar mass is 710.5 g/mol. The value obtained for the gap between HOMO and LUMO is 9.99 eV. The LUMO energy is 1.95 eV. As for the total energy: -82518.623 eV.

The geometry in ORCA input format:
```
! RIJCOSX wB97M-V def2-TZVPD def2/J DEFGRID3
* xyz -1 1
O -5.78171 3.33801 2.87137
O 0.62556 4.67295 -1.32834
O 3.18471 1.43287 1.74077
O -4.18400 -1.11671 -2.07474
O -1.50281 -4.56683 0.87296
O 4.41298 2.83663 -0.37938
O -2.16127 -1.82506 2.35123
O 1.88222 2.20213 -1.19191
O -0.66208 -0.08005 0.60015
O 2.07233 -3.15776 -0.52488
O 1.59122 -3.10898 -3.56241
O 0.54887 2.40387 1.99140
O 0.33946 -6.00773 2.24709
O -5.48009 0.73626 -0.89840
O -1.25553 2.23142 -3.23309
O -1.20139 5.69756 2.92060
O 4.71866 -4.79807 2.82926
O -3.65167 -3.65775 -1.08373
O -3.41232 4.69055 1.52958
O -2.46761 1.84118 -0.51346
O 4.43132 -0.94927 2.86826
O 2.05733 4.75674 1.22839
O -1.89844 -1.10136 -3.63308
O -1.55825 -1.65503 -0.45111
O -0.41303 -0.78734 -6.14855
O -2.96515 -0.65395 4.57363
O -2.11857 4.59088 -1.12805
O -0.99113 -4.62459 -3.18449
O -1.43113 2.99985 3.87248
O -0.01639 -1.90617 4.20817
O 5.05356 0.43825 -2.66374
O 1.09229 -4.90295 4.65309
O 2.04485 -3.22231 2.31213
O 1.75509 -0.68416 -4.57754
O -3.37578 1.71353 3.00259
O 0.08666 -0.62704 -1.37510
O 4.13915 -1.32553 -0.50788
O 1.77605 1.77724 -3.81252
O 4.11035 1.43338 -5.07375
N -0.67451 -0.79852 -0.41636
H 0.66837 -3.45854 -3.46868
H 3.56096 1.94626 1.05054
H 4.74150 0.66957 -3.59638
H -2.73968 4.98531 -0.49015
H -0.09377 1.70969 1.89953
H -1.29950 -3.77671 0.41901
H -2.27746 2.60951 3.46573
H 1.65498 0.17812 -4.08839
H 4.05915 -0.06057 2.72300
H 5.12706 2.46063 -0.93088
H 0.48674 -0.77868 -5.70649
H 1.25491 -5.70544 2.12802
H 5.68163 -0.30151 -2.69595
H 3.76283 -4.77127 2.97861
H 2.03425 1.77827 -2.83793
H 0.93886 2.26498 -3.65994
H 1.64008 -1.37889 -3.92045
H -3.53670 -0.93513 -2.79517
H 1.49118 -2.84554 -1.20065
H -0.35166 4.75296 -1.23275
H -0.43453 -0.06354 -6.78672
H -3.48633 -2.72753 -0.92912
H -0.80377 -1.74925 3.67630
H 0.62756 -2.27968 3.58853
H 4.39187 -0.79341 -1.27887
H 1.58680 3.89437 1.27807
H -2.23135 3.63262 -1.02962
H 2.89148 -2.56578 -0.61444
H -2.04257 -2.73073 1.99252
H -3.18306 3.75511 1.46228
H -3.25699 -4.15363 -0.31145
H 0.09150 2.91707 2.65663
H 1.68390 -4.46527 4.07729
H -0.28849 5.90973 3.02186
H 2.24171 1.58777 1.92491
H 3.34781 2.01524 -4.88777
H 3.77059 0.73336 -5.64259
H -6.29159 0.56244 -0.46483
H 1.08399 5.06441 -0.61146
H 1.84262 -3.32978 1.36749
H -0.71639 -5.04948 1.21915
H 1.11131 2.78664 -1.27069
H -5.38988 4.20673 2.69059
H -3.29203 0.80628 3.42475
H -1.16703 -1.05552 -2.97440
H -1.52177 1.55608 -3.86783
H 5.26855 -0.80242 3.33584
H 2.21544 -3.85082 -3.60494
H -2.58610 5.17578 1.66800
H -1.98809 -1.26428 1.58646
H 1.53557 1.30509 -0.94487
H -4.24157 2.12950 3.03376
H 4.92478 -3.86212 2.70166
H -2.24978 -0.53884 5.20551
H -1.35046 4.78263 3.24359
H -1.34013 -4.83708 -2.31669
H -5.20918 -0.10856 -1.27272
H -2.02018 1.19327 0.06237
H -4.53052 -2.02582 -2.10384
H 3.59119 2.62455 -0.78855
H 0.13151 -5.93627 3.18145
H 2.99832 4.58649 1.12704
H -2.72186 -1.30277 3.86888
H -1.48358 1.88243 -2.34244
H -6.16332 3.08129 2.01761
H 2.81352 -2.57486 2.35689
H -3.42499 1.72426 -0.37200
H -1.74176 -4.17437 -3.67968
H 0.42859 -4.30826 4.99207
H -1.26374 2.56282 4.70289
H -1.58428 -0.76793 -4.49347
H 3.90320 -0.73717 0.17325
*
```

Entry 6:
A 2-piece molecular cluster, H7NP4 overall at a distorted geometry. Source: the Open Molecules 2025 dataset; level of theory: ωB97M-V with the def2-TZVPD basis set.

For the HOMO energy, the calculation gives -8.45 eV. The value obtained for the largest force on an atom is 4.382 eV/A. Its molar mass is 145.0 g/mol. The value obtained for the gap between HOMO and LUMO is 8.22 eV. The LUMO energy is -0.24 eV. As for the total energy: -38755.767 eV.

The geometry in ORCA input format:
```
! RIJCOSX wB97M-V def2-TZVPD def2/J DEFGRID3
* xyz 0 1
P 2.46310 1.26338 0.35228
P -0.49656 -0.30733 0.78172
P 1.31947 -0.48113 -0.49051
P -1.25381 1.77468 0.34705
N -1.77847 -1.02944 -0.12773
H -2.01930 -1.88997 0.24889
H 3.10396 0.71205 1.42936
H -1.62846 -1.18416 -1.24291
H -0.01000 2.19711 -0.05750
H 1.92598 -2.18994 0.31071
H -1.60398 1.49166 -0.99447
H 3.69705 1.20395 -0.56749
*
```